(1)
Here is a structure of composition C30H29IrN5OS5Sb from OMol25. Energies are from ωB97M-V/def2-TZVPD.

```
72
Properties=species:S:1:pos:R:3:lowdin_charge:R:1
Ir -0.78 0.06 0.02 0.72
C 2.16 0.70 1.24 -0.14
N 1.69 0.09 0.00 -0.12
C 2.11 0.69 -1.25 -0.14
C 1.11 0.34 -2.31 -0.30
N -0.09 -0.08 -2.02 0.01
C -0.79 -0.18 -3.21 -0.20
C -2.12 -0.52 -3.45 -0.01
C -2.55 -0.47 -4.76 -0.07
C -1.68 -0.12 -5.80 -0.08
C -0.36 0.21 -5.57 -0.02
C 0.07 0.18 -4.25 -0.17
N 1.28 0.50 -3.64 0.19
C 1.17 0.43 2.33 -0.31
N -0.04 -0.01 2.09 0.01
C -0.71 -0.01 3.31 -0.22
C -2.04 -0.31 3.60 -0.01
C -2.43 -0.21 4.92 -0.06
C -1.53 0.18 5.92 -0.08
C -0.21 0.49 5.64 -0.01
C 0.18 0.40 4.31 -0.17
N 1.37 0.66 3.64 0.19
H 2.18 1.78 1.09 0.11
H 3.16 0.37 1.53 0.14
H 1.84 -0.92 0.00 0.08
H 3.12 0.39 -1.56 0.13
H 2.09 1.77 -1.13 0.10
H -2.77 -0.77 -2.62 0.07
H -3.58 -0.70 -4.98 0.11
H -2.06 -0.09 -6.81 0.10
H 0.30 0.50 -6.38 0.11
H 2.09 0.86 -4.09 0.17
H -2.73 -0.58 2.81 0.07
H -3.45 -0.41 5.19 0.11
H -1.87 0.25 6.94 0.11
H 0.48 0.81 6.41 0.11
H 2.19 1.07 4.05 0.17
S -3.34 3.49 -2.23 -0.28
Sb -2.75 2.74 -0.14 -0.20
S -3.14 0.34 0.05 -0.06
S -0.37 2.54 0.03 0.06
S -3.62 3.86 1.65 -0.28
O -0.08 -2.33 -0.04 -0.59
S 0.75 -3.12 0.91 0.96
C 0.92 -4.76 0.10 -0.25
C 1.81 -4.55 -1.08 -0.30
C 1.27 -4.29 -2.34 -0.04
C 2.10 -4.05 -3.42 -0.07
C 3.47 -4.05 -3.26 -0.09
C 4.02 -4.29 -2.01 -0.08
C 3.19 -4.53 -0.92 -0.06
C -0.34 -3.64 2.32 -0.25
C -1.64 -4.21 1.87 -0.29
C -1.92 -5.56 2.05 -0.06
C -3.15 -6.09 1.66 -0.08
C -4.09 -5.27 1.06 -0.08
C -3.81 -3.93 0.85 -0.05
C -2.60 -3.40 1.25 -0.04
H -0.08 -5.09 -0.18 0.11
H 1.35 -5.43 0.85 0.11
H 0.19 -4.28 -2.46 0.12
H 1.66 -3.85 -4.39 0.11
H 4.12 -3.87 -4.11 0.10
H 5.10 -4.28 -1.87 0.10
H 3.62 -4.71 0.06 0.11
H -0.48 -2.72 2.89 0.08
H 0.26 -4.34 2.90 0.10
H -1.19 -6.20 2.53 0.11
H -3.36 -7.13 1.83 0.10
H -5.05 -5.68 0.76 0.10
H -4.54 -3.28 0.38 0.11
H -2.39 -2.35 1.09 0.05
```

LUMO level (eV): -0.462
Highest occupied orbital energy (eV): -6.16
E (eV): -104633.343
Net charge: 0
Frontier orbital gap (eV): 5.702
2S+1: 1

(2)
Here is the ion C30H29N2O with charge +1 from OMol25. Energies are from ωB97M-V/def2-TZVPD.

```
62
Properties=species:S:1:pos:R:3:nbo_charge:R:1
O -0.58 2.73 -0.27 -0.58
C -0.35 1.80 0.47 0.56
C -1.33 1.55 1.59 -0.17
C -2.65 2.01 1.39 -0.16
C -3.68 1.71 2.27 -0.22
C -3.39 0.93 3.40 -0.18
C -2.07 0.52 3.63 -0.23
C -1.02 0.84 2.77 -0.12
C 0.79 0.91 0.21 -0.20
C 0.16 -0.41 -0.93 -0.14
C -1.08 -1.10 -0.56 -0.44
C -2.33 -0.50 -0.72 0.13
N -3.48 -1.16 -0.63 -0.39
C -3.56 -2.62 -0.52 -0.22
C -5.04 -2.98 -0.65 -0.41
C -5.82 -1.66 -0.90 -0.42
C -4.79 -0.52 -0.89 -0.21
C 1.36 -1.28 -1.23 0.02
C 2.23 -0.84 -2.21 -0.25
C 3.34 -1.61 -2.54 -0.19
C 3.55 -2.84 -1.88 -0.21
C 2.69 -3.25 -0.87 -0.20
C 1.58 -2.46 -0.55 -0.22
N 1.92 1.72 -0.22 -0.30
C 1.78 2.49 -1.32 0.12
C 2.88 2.95 -2.01 -0.27
C 4.14 2.78 -1.50 -0.05
C 4.30 2.12 -0.28 -0.13
C 5.58 2.03 0.33 -0.13
C 5.76 1.38 1.54 -0.20
C 4.63 0.83 2.19 -0.14
C 3.34 0.98 1.68 -0.25
C 3.15 1.58 0.41 0.28
H -2.85 2.60 0.50 0.24
H -4.69 2.07 2.07 0.23
H -4.17 0.61 4.07 0.23
H -1.81 -0.09 4.49 0.22
H 0.02 0.60 2.97 0.20
H 1.06 0.28 1.10 0.24
H -0.05 0.32 -1.73 0.21
H -1.06 -2.11 -0.14 0.22
H -2.41 0.58 -1.03 0.21
H -3.14 -2.89 0.46 0.20
H -2.92 -3.12 -1.28 0.21
H -5.38 -3.48 0.27 0.22
H -5.18 -3.70 -1.47 0.22
H -6.34 -1.69 -1.87 0.22
H -6.59 -1.51 -0.13 0.22
H -4.77 0.04 -1.85 0.20
H -4.95 0.20 -0.07 0.20
H 2.05 0.08 -2.79 0.21
H 4.02 -1.29 -3.32 0.22
H 4.39 -3.48 -2.17 0.23
H 2.89 -4.16 -0.29 0.23
H 0.95 -2.72 0.31 0.22
H 0.78 2.79 -1.63 0.28
H 2.69 3.44 -2.95 0.25
H 5.00 3.19 -2.02 0.24
H 6.44 2.52 -0.15 0.23
H 6.75 1.30 2.02 0.24
H 4.74 0.27 3.13 0.24
H 2.51 0.68 2.31 0.23
```

LUMO level (eV): -4.091
Highest occupied orbital energy (eV): -9.98
SMILES string: O=C(c1ccccc1)[C@@H]([C@H](/C=C/N1CCCC1)c1ccccc1)[n+]1cccc2ccccc21
E (eV): -36601.076
Energy relative to the best compared isomer or geometry (same formula, charge and spin) (kJ/mol): 175.99
Net charge: +1
Frontier orbital gap (eV): 5.891
2S+1: 1

(3)
Here is a structure of composition C30H30Br4CrN3O2 from OMol25. Energies are from ωB97M-V/def2-TZVPD.

```
70
Properties=species:S:1:pos:R:3:mulliken_spin:R:1
Cr 0.10 0.10 0.03 3.37
C -3.41 -3.19 -2.38 0.00
C -3.47 -2.88 -0.88 0.00
C -2.29 -3.51 -0.20 -0.01
C -2.29 -4.90 -0.14 0.00
C -1.21 -5.60 0.36 0.00
C -0.09 -4.89 0.78 0.00
C -0.07 -3.50 0.76 -0.03
C 1.15 -2.82 1.33 0.04
C 1.02 -2.72 2.85 0.00
C -1.19 -2.79 0.30 0.02
N -1.26 -1.39 0.36 -0.13
C -2.29 -0.88 0.98 0.03
C -2.49 0.50 0.90 0.02
C -3.47 1.38 1.37 0.04
C -3.10 2.64 0.93 -0.01
C -1.91 2.48 0.21 0.05
N -1.55 1.20 0.18 -0.15
H -4.26 -2.75 -2.89 0.00
H -3.41 -4.26 -2.55 0.00
H -2.50 -2.78 -2.81 0.00
H -4.40 -3.29 -0.46 0.00
H -3.50 -1.79 -0.74 0.00
H -3.16 -5.43 -0.49 0.00
H -1.23 -6.68 0.42 0.00
H 0.78 -5.42 1.13 0.00
H 1.27 -1.82 0.89 -0.01
H 2.04 -3.41 1.08 0.00
H 0.18 -2.08 3.11 0.00
H 1.94 -2.32 3.28 0.00
H 0.85 -3.70 3.28 0.00
H -2.97 -1.51 1.56 0.00
H -4.33 1.11 1.96 0.00
H -3.62 3.56 1.11 0.00
H -1.33 3.25 -0.27 0.00
Br 5.96 0.40 3.72 0.00
C 4.12 0.48 3.25 0.00
C 3.14 0.51 4.23 0.00
Br 3.62 0.46 6.06 0.00
C 1.80 0.51 3.87 0.00
Br 0.39 0.49 5.14 0.00
C 1.41 0.48 2.53 0.03
O 0.21 0.35 2.11 0.02
C 2.43 0.56 1.53 -0.02
O 1.99 0.61 0.30 -0.08
C 3.76 0.52 1.90 -0.01
Br 5.05 0.46 0.51 0.00
C 3.83 2.98 -1.88 0.00
N 2.60 2.46 -2.50 0.00
C 1.41 3.03 -1.86 0.02
C 2.57 0.95 -2.46 0.00
C 1.23 0.45 -2.95 -0.17
C 1.06 0.44 -4.33 -0.02
C -0.14 0.09 -4.90 0.02
C -1.19 -0.25 -4.06 -0.02
C -1.00 -0.26 -2.69 -0.03
C 0.20 0.08 -2.05 -0.03
H 3.89 4.06 -1.99 0.00
H 4.71 2.52 -2.32 0.00
H 3.84 2.74 -0.81 0.00
H 2.59 2.73 -3.49 0.00
H 1.28 2.59 -0.87 0.00
H 0.52 2.80 -2.44 0.00
H 1.51 4.11 -1.77 0.00
H 2.75 0.65 -1.44 0.00
H 3.38 0.59 -3.09 0.00
H 1.90 0.71 -4.98 0.00
H -0.26 0.10 -5.98 0.00
H -2.15 -0.51 -4.48 0.00
H -1.85 -0.53 -2.08 0.02
```

LUMO level (alpha / beta) (eV): -0.274 / -0.273
Expectation value of S²: 3.794
Highest occupied orbital energy (alpha / beta) (eV): -7.00 / -7.06
E (eV): -348754.004
Energy relative to the best compared isomer or geometry (same formula, charge and spin) (kJ/mol): 85.97
Net charge: 0
Frontier orbital gap (alpha / beta) (eV): 6.726 / 6.790
2S+1: 4

(4)
Here is a structure of composition C30H30CaF2N8O4 from OMol25. Energies are from ωB97M-V/def2-TZVPD.

```
75
Properties=species:S:1:pos:R:3:lowdin_charge:R:1
Ca -1.23 0.55 -0.21 1.42
N -3.80 4.01 -1.77 0.04
C -3.91 2.70 -1.53 -0.12
N -2.73 2.14 -1.62 0.08
C -1.91 3.20 -1.91 -0.33
N -2.52 4.36 -2.01 0.14
C -0.45 3.02 -2.08 -0.19
C 0.36 4.01 -2.62 -0.06
N 1.67 3.84 -2.76 0.10
C 2.17 2.68 -2.36 -0.09
C 1.37 1.69 -1.81 -0.09
N 0.06 1.86 -1.68 0.01
H -4.52 4.72 -1.77 0.16
H -4.84 2.21 -1.29 0.14
H -0.08 4.95 -2.93 0.12
H 3.24 2.53 -2.46 0.11
H 1.79 0.76 -1.46 0.09
C 2.19 -3.12 -2.92 -0.05
C 2.19 -1.86 -2.04 -0.38
C 3.45 -1.04 -2.39 -0.09
C 2.10 -2.18 -0.56 -0.15
C 3.25 -2.65 0.07 -0.05
C 3.26 -2.99 1.41 -0.08
C 2.09 -2.86 2.14 -0.05
C 0.91 -2.41 1.56 -0.13
C -0.33 -2.42 2.46 -0.36
C -1.22 -1.18 2.42 -0.08
C -1.17 -3.69 2.28 -0.05
C 0.90 -2.05 0.19 -0.20
N -0.28 -1.53 -0.42 -0.10
C -1.04 -2.43 -1.13 -0.27
C -0.81 -3.81 -1.28 -0.05
C -1.66 -4.64 -2.01 -0.10
C -2.79 -4.14 -2.65 -0.11
C -3.06 -2.79 -2.52 -0.04
C -2.21 -2.01 -1.78 -0.20
F -2.54 -0.66 -1.65 -0.10
H 2.36 -2.85 -3.97 0.08
H 1.24 -3.66 -2.86 0.06
H 2.99 -3.79 -2.60 0.08
H 1.30 -1.28 -2.30 0.11
H 4.32 -1.69 -2.49 0.07
H 3.70 -0.30 -1.62 0.07
H 3.32 -0.52 -3.34 0.08
H 4.17 -2.75 -0.51 0.11
H 4.17 -3.34 1.88 0.10
H 2.09 -3.12 3.19 0.11
H 0.08 -2.47 3.47 0.12
H -1.90 -1.22 1.57 0.06
H -0.63 -0.26 2.38 0.07
H -1.83 -1.10 3.32 0.09
H -1.66 -3.70 1.30 0.07
H -1.96 -3.73 3.04 0.08
H -0.57 -4.59 2.36 0.08
H 0.05 -4.24 -0.78 0.12
H -1.42 -5.69 -2.09 0.10
H -3.44 -4.78 -3.22 0.09
H -3.94 -2.33 -2.97 0.12
F 1.31 5.19 5.38 0.10
C 1.09 4.52 4.25 -0.19
C -0.11 4.50 3.68 0.07
N -0.35 3.82 2.49 0.02
C -1.69 3.63 1.95 -0.03
C -2.09 2.19 2.22 -0.65
O -1.93 1.79 3.37 0.06
O -2.45 1.53 1.17 -0.27
C 0.59 2.99 1.96 -0.43
O 0.33 2.22 1.02 0.01
N 1.84 3.07 2.53 0.24
C 2.21 3.78 3.68 -0.38
O 3.33 3.74 4.11 0.12
H -0.95 5.02 4.11 0.15
H -1.65 3.82 0.88 0.11
H -2.37 4.34 2.41 0.14
H 2.55 2.47 2.13 0.17
```

LUMO level (eV): -0.732
Highest occupied orbital energy (eV): -6.89
E (eV): -75586.328
Energy relative to the best compared isomer or geometry (same formula, charge and spin) (kJ/mol): 7.71
Net charge: 0
Frontier orbital gap (eV): 6.154
2S+1: 1

| no. | largest force on an atom (eV/Å) |
| --- | --- |
| 1 | 4.84 |
| 2 | 2.64 |
| 3 | 1.67 |
| 4 | 2.35 |